No. 1
The following is a quantum chemistry calculation of a molecular structure, C25H75CuN12O5P4 at a distorted geometry, from the Open Molecules 2025 dataset.

Computed properties:
LUMO level ... 0.6 eV
Gap between HOMO and LUMO ... 7.11 eV

```
! RIJCOSX wB97M-V def2-TZVPD def2/J DEFGRID3
* xyz 0 1
Cu 1.6107 1.4415 -1.1232
P -1.3912 3.0819 0.9805
P 3.6346 -0.7960 0.7826
P -0.1957 -0.1050 -3.2458
P -2.3025 -3.4234 1.0986
O 2.7556 3.0656 -0.7515
O 0.6345 0.3188 -2.1205
O -2.5338 -3.7883 -0.3317
O -0.3381 2.0957 0.5996
O 2.5576 -0.8585 -0.2286
N -2.2327 3.6101 -0.3202
N -2.5442 2.3642 1.8727
N 5.0044 -1.0253 -0.1207
N -3.6315 -2.6746 1.8374
N 3.5966 0.5486 1.6978
N -0.9745 -2.4956 1.3128
N 0.4508 -1.4308 -3.9440
N 3.5656 -2.0286 1.8632
N -1.7028 -0.4659 -2.6350
N -0.8022 4.2426 2.0180
N -0.4445 1.1320 -4.3156
N -2.0251 -4.7571 2.1702
C -2.1702 1.7913 3.1457
C 6.2623 -1.3150 0.5689
C 0.4634 4.9396 1.6994
C 0.6178 2.0002 -4.8864
C -3.1931 -5.5153 2.4682
C -2.6951 -1.3783 -3.2249
C -2.4659 0.4186 -1.7609
C 4.1628 -2.0421 3.1885
C -3.4697 -2.1496 3.1490
C 2.3124 1.0617 2.2488
C -3.2332 4.6318 -0.0753
C -4.8120 -2.2122 1.1573
C -1.5186 5.0014 2.9872
C 2.7886 4.0183 -1.7309
C 0.3640 -1.7686 -5.4032
C -0.1431 -2.4120 2.5002
C -0.8887 -5.6308 1.8508
C -3.7797 1.6665 1.4169
C 3.5660 -3.3539 1.2612
C -1.6631 1.2148 -5.0914
C -0.5062 -1.6700 0.2543
C 1.3026 -2.3408 -3.1981
C 4.5716 1.6593 1.6267
C 5.1456 -0.4721 -1.4757
C -1.6939 3.7415 -1.6917
H -0.6576 -1.5407 -5.7446
H 1.8816 -2.9827 -3.8869
H 1.9699 -1.8452 -2.5191
H 6.1836 -2.2787 1.0526
H -2.3378 -1.7923 -4.1762
H -2.9885 1.2111 -2.2996
H 1.0221 1.6951 -5.8186
H 4.5887 -3.7175 1.2842
H -3.2060 -0.1087 -1.1744
H 3.4182 -1.9760 3.9554
H 4.7476 2.0205 2.7088
H 3.3196 -3.3373 0.1891
H 7.1441 -1.3799 -0.0660
H 2.0455 1.9120 1.6437
H -4.9216 -2.7634 0.1962
H 5.4225 1.2974 1.0847
H 2.3804 1.3799 3.2861
H 1.1211 4.3507 1.1122
H -2.5040 3.5006 -2.4347
H 1.4895 0.3732 2.0077
H -2.5647 -2.5014 3.5945
H -2.8143 5.6203 -0.3258
H 0.4627 -2.8720 -5.6098
H 2.8882 -4.0221 1.8339
H -0.9195 3.0334 -1.9279
H -0.5201 -3.1660 3.1669
H -4.2777 -2.4846 3.7867
H -3.4023 -1.0741 3.1620
H 4.1552 2.4670 1.0115
H -3.6057 -6.1265 1.6182
H -1.2332 2.2179 3.4156
H -1.8508 0.9943 -1.0752
H -3.7233 0.6376 1.7246
H 4.1695 -0.3510 -1.9337
H -3.9738 -4.8779 2.9179
H -2.9369 -6.3012 3.2534
H -3.5813 -0.8272 -3.4305
H 0.9744 5.2593 2.6331
H -1.2152 -6.3320 1.0655
H -1.2325 -1.5632 -0.5409
H -2.7834 -2.1931 -2.4993
H -1.2998 4.7835 -1.8828
H -4.0485 4.4860 -0.7893
H 1.0103 -1.2042 -6.0602
H -0.6170 -6.1371 2.7712
H -0.9454 5.0048 3.9770
H -1.7167 6.0612 2.6218
H 4.8631 -1.2359 3.2642
H 0.2167 2.9939 -5.0933
H -0.0403 -5.0477 1.5043
H 2.5772 5.0952 -1.4183
H 0.7135 -2.9537 -2.5013
H 0.2624 5.8982 1.1377
H -2.2006 2.1205 -4.8480
H -2.0280 0.7167 3.0705
H 3.8259 4.0677 -2.1503
H -5.6978 -2.2899 1.7997
H 0.8181 -2.7394 2.1332
H -0.1011 -1.4433 2.9914
H -2.5242 4.6195 3.2410
H 1.4078 2.1661 -4.1889
H -2.3263 0.3848 -4.8108
H -4.6218 2.0260 2.0449
H 5.5730 0.5269 -1.4958
H 4.7603 -2.9645 3.3383
H 2.0867 3.8238 -2.5748
H -1.4587 1.0944 -6.1724
H 0.3787 -2.1418 -0.1725
H -0.1556 -0.6789 0.5888
H -4.7200 -1.1631 0.8353
H 5.6901 -1.1967 -2.0517
H -2.9352 2.0296 3.8906
H -3.9814 1.7316 0.3381
H -3.4393 4.6520 1.0089
H 6.5230 -0.5777 1.3311
*
```

Here are the Löwdin charges for atoms 1 to 6, given in e:
1 Cu 0.359
2 P 0.485
3 P 0.463
4 P 0.520
5 P 0.573
6 O -0.407

No. 2
The following is a quantum chemistry calculation of 12 unconnected molecules or ions with the total composition C25H78N18O12 at a distorted geometry, from the Open Molecules 2025 dataset.

Computed properties:
LUMO level ... 0.1 eV
Energy above the lowest of the compared OMol25 structures with the same formula, charge and spin ... 0.000 eV
Gap between HOMO and LUMO ... 8.97 eV

```
! RIJCOSX wB97M-V def2-TZVPD def2/J DEFGRID3
* xyz 0 1
O -4.9848 2.0975 2.4775
O 3.6749 2.6883 0.7108
O -1.2179 2.2568 1.0977
O -0.6827 1.3007 4.5636
O 0.6091 -2.9120 2.9199
O 0.2585 1.8479 -5.9802
O 0.2945 -1.7417 -0.2351
O -2.3644 2.2038 -2.5873
O 3.3472 -1.1353 -3.5713
O -4.8377 -3.6655 -0.1472
O 0.6583 -5.4593 -3.8518
O 3.6383 -3.1521 -0.1362
N 0.0555 -3.7485 -2.6215
N 0.1482 0.1212 2.8473
N -0.8472 0.0624 -0.8138
N 1.6859 1.1967 -4.4785
N 1.7771 -3.4712 -3.9052
N -1.5356 3.5099 2.9717
N 1.1870 -0.1346 -6.0564
N -0.7199 4.3724 1.1435
N 1.7373 2.8726 -2.1881
N -4.2903 2.6005 -0.2658
N 0.8933 -0.4294 -1.9472
N -4.0788 -2.7404 1.7208
N -3.4622 -1.9145 -0.0345
N -2.9476 0.0520 2.1999
N 3.0926 -0.7877 1.4777
N 5.5055 -0.9268 -4.1975
N -0.3204 -0.9183 4.7461
N 4.9246 -2.1230 -2.4126
C -0.2785 -3.6933 2.1690
C -1.0767 -4.5832 3.2455
C -1.8535 2.9482 -3.6537
C -4.2178 -2.7969 0.4466
C 0.8637 -4.3427 -3.4728
C 1.0237 1.0071 -5.5429
C -3.6014 -0.9947 4.2851
C -4.5070 1.3361 3.5243
C -5.7770 1.1365 -1.5726
C 2.9966 2.7211 -1.5612
C 3.9984 3.4358 1.8725
C -3.8349 2.2041 -2.6552
C -0.2945 0.2386 4.1086
C 3.2327 -4.5364 -0.4207
C -4.0558 -0.0906 3.1405
C 4.0912 -2.9766 1.2027
C -1.2105 3.3277 1.6583
C -4.3516 1.6645 -1.3686
C 5.1298 -1.1295 2.7581
C 4.5341 -1.3248 -3.3797
C 4.0260 3.1897 -2.6734
C -5.3287 3.4124 2.8146
C 3.0789 3.5212 -0.3017
C 4.3655 -1.4805 1.4143
C 0.1482 -0.7513 -0.9366
H -3.6878 0.8522 -1.0728
H 1.5090 -3.0509 2.6156
H -2.4201 3.8751 -3.5648
H -2.0724 -4.9462 2.9909
H 0.2780 -2.8694 -2.1768
H 2.0999 3.7733 0.1059
H 4.9785 3.2457 -2.1463
H 3.1930 1.6869 -1.2783
H -6.2328 0.5726 -0.7587
H -4.9143 -3.1155 2.1467
H 4.9687 -0.9996 0.6443
H -3.3077 2.8155 -0.1737
H -2.1121 0.2185 2.7424
H -2.9903 -1.2267 0.5350
H -0.3307 4.9474 1.8770
H -4.4681 3.9547 3.2062
H 4.0162 -5.2569 -0.1859
H 3.6950 4.0294 -3.2844
H 3.6218 4.4274 -0.5705
H -4.4775 -1.5507 4.6188
H 2.0830 -2.5851 -3.5294
H -1.5167 2.6367 3.4789
H 6.1216 -1.5814 2.7746
H -0.3402 -5.3753 3.3807
H 5.0075 -3.5605 1.2897
H 0.3844 -4.3182 1.5706
H 4.3710 2.9194 2.7571
H -3.5658 -1.9103 1.9813
H 4.7735 4.1709 1.6557
H -3.6059 1.8723 3.8218
H 2.9915 -4.6051 -1.4815
H -3.1112 0.8382 1.5874
H -0.3895 4.4956 0.1971
H 5.1389 -0.0395 2.7612
H -1.8763 4.3893 3.3333
H 3.1451 0.2153 1.5838
H 6.4867 -1.0543 -3.9947
H -0.6440 -0.9374 5.7027
H 4.5762 -1.5462 3.5995
H -3.4791 -1.9351 -1.0441
H 4.2011 2.2876 -3.2596
H -1.2048 -4.1518 4.2382
H -4.2119 3.2077 -2.8521
H -1.5057 -0.1553 -0.0795
H -0.0923 -1.7448 4.2123
H -5.0611 1.3123 4.4627
H -6.5355 1.8676 -1.8521
H -4.9285 -0.4660 2.6061
H 1.7364 1.9993 -3.8674
H -2.9190 -1.8026 4.0212
H 0.3048 0.9107 2.2371
H -6.0145 3.5704 3.6469
H 1.1124 -0.7852 -5.2874
H 3.3114 -3.4286 1.8156
H -1.0525 0.6517 -1.6080
H 2.3305 -4.8374 0.1116
H 5.2066 -0.6746 -5.1287
H -3.3365 -0.4215 5.1735
H 1.5040 3.8285 -2.4160
H -2.0956 2.4553 -4.5953
H 2.4177 -3.7965 -4.6151
H 3.1151 3.7859 2.4066
H -4.4910 2.0909 0.5828
H 2.2139 0.3864 -4.1875
H 0.8411 -0.3493 -6.9807
H -0.7937 3.1045 -3.4525
H 1.1193 2.6818 -1.4123
H -5.8084 0.4719 -2.4359
H -0.8451 -3.0529 1.4931
H -0.8364 -4.2037 -2.4894
H 4.2663 -2.3329 -1.6759
H -5.6024 3.9345 1.8978
H 5.9110 -2.3128 -2.3076
H 0.4231 -0.7997 2.5367
H 1.7896 -0.8937 -1.9128
H -4.0855 1.4974 -3.4463
H 0.7874 0.4336 -2.4612
H 2.6329 -1.1057 0.6365
*
```

Here are the Löwdin charges for atoms 1 to 6, given in e:
1 O -0.199
2 O -0.187
3 O 0.018
4 O 0.001
5 O -0.133
6 O 0.020

No. 3
The following is a quantum chemistry calculation of 12 unconnected molecules or ions with the total composition C25H78N6O16 at a distorted geometry, from the Open Molecules 2025 dataset.

Computed properties:
LUMO level ... -0.2 eV
Energy above the lowest of the compared OMol25 structures with the same formula, charge and spin ... 0.000 eV
Gap between HOMO and LUMO ... 8.10 eV

```
! RIJCOSX wB97M-V def2-TZVPD def2/J DEFGRID3
* xyz 0 1
O 0.6553 -1.1734 -4.5442
O 1.4466 -2.3773 2.9602
O -1.7784 -1.0612 6.9819
O -2.4317 -3.2499 -0.5329
O -1.2341 6.7326 2.1338
O 6.0818 -1.6019 0.0481
O -2.4810 -5.2716 3.6823
O -1.4772 1.4469 -7.8844
O 2.7355 3.9603 -0.2159
O -1.6260 4.3722 -2.0516
O -1.0759 -3.2850 2.0228
O 2.5499 -4.7256 -0.7057
O -2.6683 -0.4713 -1.1338
O 0.5391 0.6452 0.0592
O -4.1272 0.4655 2.6755
O -3.9523 2.7619 0.6858
N -0.9041 2.4405 0.2337
N -0.1765 1.4782 -5.2799
N 2.6059 -1.6440 -1.1424
N -1.3117 0.4661 1.4683
N 0.2692 5.6197 -0.3257
N -1.7374 -4.0380 6.3743
C 0.7860 -0.0823 -3.6856
C -2.7194 -6.2033 2.7143
C 3.7431 -1.9766 -0.3055
C 2.4758 -6.0745 -0.9859
C -1.3107 2.5936 -7.1160
C 3.4513 2.7693 -0.3476
C -1.5514 -5.8036 4.6212
C -1.3440 2.2560 -5.6571
C 1.4734 -2.5532 -0.8575
C 4.9945 -1.2411 -0.7777
C -1.4885 1.7538 -9.2448
C -1.4510 0.2391 6.7328
C -0.5388 -1.9326 -4.3301
C -0.3621 6.9657 -0.1806
C -0.6498 -1.8514 6.9410
C -0.8470 -4.7570 5.4518
C 1.5980 -3.9707 -1.4041
C -0.9853 -3.2548 7.3426
C -0.1266 1.0950 -3.9020
C 7.2920 -1.0518 -0.2621
C 2.0838 4.3309 -1.4268
C -1.5480 6.9161 0.7724
C -0.4339 1.1769 0.6011
C 1.4744 5.6911 -1.1800
C -1.1334 5.4092 2.5915
H -2.1120 3.3229 -7.3364
H 2.5201 -6.2333 -2.0656
H -1.8353 -3.2716 2.6351
H -1.7772 -6.5559 2.2642
H -0.2137 4.8679 2.3107
H -5.0945 0.4272 2.5974
H 0.1952 1.8913 -3.2186
H 0.5793 -2.0694 -1.2406
H -2.5052 -2.2816 -0.7635
H 3.4610 2.2610 0.6138
H 2.8843 2.0854 -0.9969
H -1.5481 -3.2214 8.2749
H 2.2598 -0.7200 -0.8817
H 1.4331 -2.6995 0.2414
H 7.6754 -1.3740 -1.2449
H -1.4525 -3.5795 1.1509
H -1.7712 2.7585 0.6278
H -2.1391 0.8541 1.8761
H 0.5964 -4.4284 -1.2587
H 1.2234 6.1571 -2.1445
H 0.5993 5.4705 0.6293
H -2.0347 4.8389 2.3379
H -0.7132 0.6343 7.4358
H 0.4956 -2.5473 2.7675
H -1.8675 4.9759 -2.7683
H -1.2955 3.1961 -5.0895
H -2.1693 7.8058 0.6647
H -2.2998 1.7707 -5.3699
H -0.2773 3.0545 -0.2418
H -2.1983 -0.1042 -0.3480
H -0.7580 -6.3071 4.0517
H 4.4486 2.9317 -0.7546
H -1.0241 5.4031 3.6857
H -0.0471 -5.2770 6.0224
H 1.3187 3.5980 -1.7017
H 1.7980 0.2848 -3.9180
H -0.3520 3.0837 -7.3451
H -1.4317 -1.2882 -4.3699
H -0.9642 4.8796 -1.4732
H -2.4855 2.1423 -9.5211
H -2.9839 0.3157 -1.5976
H -1.1553 0.8757 -3.5199
H -0.6001 -2.6330 -5.1610
H -0.6836 7.2884 -1.1831
H -1.3116 0.8701 -9.8496
H -0.3406 -4.0272 4.8118
H -4.0383 2.2917 -0.1567
H 4.7991 -0.1371 -0.7665
H -1.2376 -0.5521 1.4579
H -0.0619 -3.8260 7.5487
H -2.3680 0.8122 6.7287
H 7.1947 0.0500 -0.3645
H 3.3230 -6.5343 -0.4847
H -2.3167 -4.7184 6.8543
H 3.9370 -3.0397 -0.2878
H -0.0721 -1.7593 6.0060
H -1.0206 0.3012 5.7241
H 1.7784 -3.9684 -2.4960
H 1.6826 -1.6920 2.3124
H 3.6324 -1.6365 0.7438
H -3.1989 -3.6385 -0.9720
H -0.1238 0.6587 -5.8810
H 0.8748 -0.2684 -2.6060
H -2.1931 6.0952 0.4005
H 2.2605 6.3545 -0.7851
H -2.1054 -6.5076 5.2600
H 2.8576 4.4024 -2.2061
H -3.3229 -5.7886 1.9120
H 0.0721 -1.4931 7.7066
H 0.3453 7.7482 0.1464
H -0.5214 -2.4480 -3.3622
H -0.7506 2.5244 -9.4993
H -3.8916 -0.3222 3.1985
H 5.2236 -1.4348 -1.8506
H -3.2106 -7.1028 3.1140
H -3.9518 2.0499 1.3772
H 8.0027 -1.2638 0.5231
H 1.5716 -6.5173 -0.5465
*
```

Here are the Löwdin charges for atoms 1 to 6, given in e:
1 O -0.174
2 O -0.094
3 O -0.165
4 O -0.078
5 O -0.167
6 O -0.183

No. 4
The following is a quantum chemistry calculation of a molecular structure, C26H12Cl4IrN2O2PS2Se2, from the Open Molecules 2025 dataset.

Computed properties:
LUMO level (spin up / spin down) ... 2.1 / 0.0 eV
⟨S²⟩ ... 8.79
Energy above the lowest of the compared OMol25 structures with the same formula, charge and spin ... 0.000 eV
Gap between HOMO and LUMO (spin up / spin down) ... 6.63 / 5.73 eV

```
! RIJCOSX wB97M-V def2-TZVPD def2/J DEFGRID3
* xyz -1 6
Ir 0.7748 0.8738 -1.6806
Se -1.6827 1.1139 -1.7752
Se -2.0473 3.3798 1.1661
Cl 3.7011 -1.7385 -7.6022
Cl 5.8426 0.2484 -6.5530
Cl 5.2561 2.0235 -4.0175
Cl 0.9169 -1.9727 -6.1322
S 1.4554 2.0810 0.1726
S 1.4223 -1.1060 -0.5984
P -2.3433 1.4657 0.3240
O 2.5913 1.5321 -2.9182
O 0.7380 -0.1750 -3.8279
N 4.3114 -2.8020 4.5193
N 4.3699 1.1751 5.4918
C 3.3159 -1.0117 2.9279
C -1.8366 -1.2004 0.9671
C 2.7470 -1.4184 1.7391
C -0.5677 -1.9153 2.8787
C 3.3461 -0.7828 -6.2133
C 3.3268 0.3537 3.2657
C 4.0966 0.9116 -4.6254
C -0.8787 0.4321 2.4570
C -6.1221 0.7503 1.6391
C -6.1813 0.3460 -0.7268
C -0.3492 -0.5943 3.2327
C -4.7816 1.0808 1.5500
C 1.8354 -0.1115 -4.4229
C 4.3380 0.1362 -5.7248
C -6.8270 0.3822 0.4974
C -4.1229 1.0387 0.3197
C 3.8801 -2.0009 3.8167
C -4.8296 0.6670 -0.8165
C 2.1855 0.8647 1.1862
C 2.8512 0.8235 -3.9264
C 2.1402 -0.8976 -5.5886
C 2.7678 1.2679 2.3943
C -1.3155 -2.2189 1.7449
C 3.9118 0.8071 4.5037
C 2.1673 -0.5006 0.8529
C -1.6211 0.1303 1.3249
H -4.2357 1.3890 2.4340
H -0.7141 1.4714 2.7155
H -1.4750 -3.2511 1.4599
H 2.7726 2.3196 2.6494
H -6.7245 0.0639 -1.6201
H -4.3322 0.6308 -1.7762
H -6.6217 0.7858 2.5992
H 2.7315 -2.4716 1.4901
H -7.8770 0.1262 0.5668
H -0.1512 -2.7131 3.4817
H -2.3976 -1.4350 0.0696
H 0.2420 -0.3549 4.1082
*
```

Here are the natural (NBO) charges for atoms 1 to 6, given in e:
1 Ir 0.927
2 Se -0.379
3 Se -0.504
4 Cl 0.046
5 Cl 0.049
6 Cl 0.050

No. 5
The following is a quantum chemistry calculation of a molecular structure, C26H14BrF3N5PtS3 at a distorted geometry, from the Open Molecules 2025 dataset.

Computed properties:
LUMO level (spin up / spin down) ... -5.8 / -5.8 eV
Energy above the lowest of the compared OMol25 structures with the same formula, charge and spin ... 2.053 eV
Gap between HOMO and LUMO (spin up / spin down) ... 5.46 / 5.46 eV

```
! RIJCOSX wB97M-V def2-TZVPD def2/J DEFGRID3
* xyz 1 1
Pt -1.5979 -0.1785 0.0268
Br 4.6960 0.0685 -4.2272
S -2.0027 -0.1497 -2.3934
S -3.4073 -1.8934 0.5438
S -2.1922 2.2404 -0.2108
F -4.1747 -4.1050 2.6266
F -4.1765 -4.8943 0.6195
F -3.3208 -6.0391 2.2270
N 2.5340 5.2338 -2.5366
N -0.8482 -2.3020 0.6864
N 0.6896 0.6278 0.2677
N 2.4192 2.6253 -5.5757
N -1.2190 0.4179 2.2525
C 0.2766 -4.1952 1.5782
C 0.1779 1.7103 3.6943
C 1.6280 2.5739 -4.7500
C 2.3269 -0.5232 -2.7711
C -1.1239 2.3419 -1.5704
C -0.2572 3.4285 -1.6750
C -1.9858 1.0163 4.4200
C 3.4236 0.3308 -2.8530
C 1.4341 -0.3827 -1.7339
C -2.1112 -4.1600 1.4908
C 0.6687 2.4954 -3.7126
C -2.0381 -2.8735 0.9351
C -0.2445 1.4526 -3.6577
C 1.6167 0.6041 -0.7575
C 0.9317 1.0969 1.4334
C -0.9400 -4.8178 1.8257
C -2.1558 0.3997 3.1856
C -1.0904 1.3165 -2.5560
C -0.7948 1.6795 4.6766
C -3.4518 -4.8055 1.7391
C 1.6923 4.4663 -2.6559
C 0.6845 3.4752 -2.6927
C 3.5901 1.3549 -1.9236
C 0.2707 -2.9384 0.9927
C -0.0684 1.0701 2.4806
C 2.6951 1.4915 -0.8829
H -3.0712 -0.1284 2.9484
H 2.1909 -1.3010 -3.5068
H -2.7707 0.9703 5.1568
H 1.8976 1.5254 1.6995
H 4.4273 2.0302 -2.0093
H 0.5920 -1.0591 -1.6345
H -0.2843 4.2057 -0.9248
H -0.6217 2.1688 5.6223
H -0.2717 0.7119 -4.4432
H 1.2039 -4.6809 1.8311
H 2.8349 2.2947 -0.1764
H 1.1917 -2.4228 0.7597
H 1.1162 2.2252 3.8385
H -0.9892 -5.7994 2.2722
*
```

Here are the natural (NBO) charges for atoms 1 to 6, given in e:
1 Pt 0.905
2 Br 0.139
3 S 0.100
4 S 0.125
5 S 0.120
6 F -0.313